No. 1
This record from OMol25 describes 9 unconnected molecules or ions with the total composition C19H48N10O12S. The level of theory is the ωB97M-V functional and the def2-TZVPD basis.

```
90
Properties=species:S:1:pos:R:3:forces:R:3:mulliken_charge:R:1
C -4.307855 2.749471 -0.946728 0.764 0.228 -0.311 0.5570
O -3.989012 1.587546 -0.796805 -0.191 -0.168 0.232 -0.5224
N -5.519274 3.134011 -1.479808 0.161 -0.101 0.101 -0.4650
N -3.449614 3.792367 -0.686983 -0.440 0.370 -0.093 -0.2074
H -6.232346 2.428980 -1.428702 -0.098 0.050 -0.075 0.2720
H -5.800993 4.097435 -1.445093 -0.141 -0.080 0.113 0.1587
H -3.712608 4.724776 -0.951820 0.087 -0.012 0.081 0.1797
H -2.505411 3.656155 -0.369614 -0.034 -0.376 0.039 -0.0151
C 3.637127 -3.513426 0.470145 0.011 0.059 -0.009 0.6139
O 3.400949 -3.177915 -0.676149 -0.002 0.160 -0.139 -0.6913
N 4.894048 -3.938916 0.856692 -0.522 0.276 0.418 -0.4020
N 2.718830 -3.449477 1.475431 0.553 -0.136 -0.096 -0.1357
H 5.568254 -4.113071 0.136327 -0.013 -0.187 -0.026 0.2369
H 4.978402 -4.369921 1.759837 0.373 -0.180 -0.161 0.1683
H 2.947381 -3.785900 2.391801 -0.260 0.103 0.054 0.2055
H 1.841639 -2.999059 1.285807 0.017 -0.068 0.048 0.0187
C 0.020091 4.336761 -0.659799 -0.045 -0.060 -1.096 0.4929
O -0.029638 3.808835 0.434160 -0.060 0.291 0.438 -0.5295
N 0.622751 3.715189 -1.716169 -0.225 0.169 0.895 -0.2721
N -0.508740 5.588242 -0.924233 -0.003 -0.189 0.737 -0.4513
H 1.046143 2.850306 -1.419734 0.097 -0.209 -0.699 0.1564
H 0.492550 4.009838 -2.664108 0.265 -0.161 -0.076 0.1807
H -0.878345 5.833183 -1.825011 0.104 -0.025 -0.049 0.2106
H -0.967675 5.956964 -0.107001 -0.170 0.212 -0.194 0.2871
C -1.469106 -4.711028 0.131124 0.037 -0.130 0.236 0.6463
O -0.277098 -4.957248 0.127695 -0.156 0.063 0.135 -0.6114
N -2.179078 -4.360537 1.264267 0.131 -0.027 -1.194 -0.3822
N -2.221004 -4.720600 -1.025380 0.190 0.086 0.394 -0.4126
H -1.734939 -4.477621 2.154205 -0.131 -0.053 0.088 0.2337
H -3.176507 -4.347946 1.148330 -0.016 0.087 0.689 0.1601
H -1.771633 -5.157222 -1.809640 -0.099 0.000 -0.091 0.2128
H -3.224171 -4.707920 -0.979934 0.030 -0.078 -0.173 0.1661
C 3.893797 0.784464 -2.071123 -0.547 0.032 0.135 0.4297
O 4.800075 1.574581 -2.270686 0.114 -0.093 -0.156 -0.7235
N 4.045342 -0.382225 -1.392105 0.498 0.005 0.121 -0.0875
N 2.608632 1.025267 -2.503390 -0.364 0.199 -0.024 -0.1233
H 3.333554 -1.055994 -1.155178 -0.127 0.075 -0.146 0.0260
H 4.995459 -0.611120 -1.165161 -0.022 -0.055 0.002 0.2291
H 2.434364 1.815298 -3.095218 0.284 0.042 -0.015 0.2240
H 1.827276 0.422778 -2.317128 0.202 -0.249 0.038 -0.1080
C 4.829961 -0.211820 1.981495 0.413 -0.394 0.538 0.1695
C 4.715364 -0.799875 3.420658 0.380 0.070 -0.165 -0.3037
O 3.513969 -0.250500 3.971134 -0.274 0.174 0.328 -0.3735
S 3.264451 1.176165 3.302524 -0.029 0.056 -1.018 0.9627
O 4.143034 2.162208 3.824395 0.443 -0.328 0.205 -0.5927
O 1.887566 1.476907 3.212387 -0.226 -0.362 0.383 -0.3464
O 3.748272 0.691192 1.857847 -0.267 0.591 0.097 -0.0774
H 4.718399 -0.994062 1.237099 -0.121 0.124 -0.110 -0.2495
H 5.778949 0.309199 1.856937 -0.050 0.024 -0.101 0.2701
H 5.553510 -0.520328 4.058460 0.020 0.082 -0.084 0.3144
H 4.636608 -1.883082 3.403171 -0.268 0.019 0.066 0.1700
C -0.970529 -2.928572 -4.199727 -0.369 -0.110 -0.304 -0.7118
C -2.239481 -2.421102 -3.531601 -0.095 0.398 0.856 0.2187
C -2.278467 -0.935954 -3.938297 0.753 -0.779 -0.549 -0.3523
O -0.914068 -0.594672 -4.271533 0.144 0.310 -0.053 -0.4888
C -0.072874 -1.709273 -4.053293 0.032 -0.547 0.573 0.5813
H -1.200497 -3.146410 -5.247371 0.307 0.035 -0.036 0.2883
H -0.560007 -3.825760 -3.736427 0.041 0.039 0.021 0.3822
H -2.114257 -2.484473 -2.448232 0.005 -0.063 -0.083 -0.3665
H -3.163221 -2.961481 -3.739847 0.073 0.022 -0.355 0.4686
H -2.612426 -0.282771 -3.136051 -0.295 0.107 -0.124 0.2076
H -2.823387 -0.829164 -4.877783 -0.417 0.327 0.270 0.3355
H 0.314284 -1.687788 -3.022534 0.002 0.014 -0.049 -0.6719
H 0.800483 -1.717080 -4.703128 -0.189 0.294 -0.302 0.4455
C -2.588951 3.387395 3.208983 -0.321 -0.253 0.572 -0.3470
C -1.590660 2.238941 3.125952 0.323 0.404 -0.767 0.4320
C -2.555991 1.082965 2.988929 -0.001 0.293 0.037 -0.0547
O -3.509293 1.325052 4.027657 0.162 -0.200 0.219 -0.5196
C -3.702221 2.738666 4.070459 -0.337 0.456 -0.122 -0.5809
H -2.960458 3.621956 2.211105 0.015 0.101 0.014 -0.0925
H -2.207086 4.287060 3.688520 0.070 0.038 -0.136 0.4236
H -0.969052 2.181909 4.019832 -0.152 -0.238 0.110 0.2307
H -0.913063 2.346006 2.276947 -0.082 0.019 0.001 -0.3281
H -2.075166 0.108563 3.067322 -0.298 -0.120 0.352 0.2644
H -3.103441 1.146750 2.039082 0.322 -0.134 -0.220 0.0951
H -3.671821 3.105329 5.100526 0.214 -0.316 0.085 0.2892
H -4.713515 2.976807 3.717878 0.095 -0.029 -0.205 0.3149
C -0.959716 -0.865870 -0.285822 -0.705 0.132 -0.149 0.0703
C -0.386420 0.530946 -0.452150 0.842 0.453 0.037 0.5151
C 0.739960 0.477723 0.612280 -0.433 0.245 -1.438 -0.4987
O 1.284737 -0.820557 0.389924 0.597 -0.245 0.628 -0.0216
C 0.278590 -1.727215 -0.078127 -0.090 1.079 0.167 -0.6406
H -1.503341 -1.207815 -1.165274 -0.181 0.145 0.174 -0.5949
H -1.628246 -0.875394 0.577966 -0.013 -0.184 -0.030 0.3797
H -1.029225 1.406749 -0.371858 -0.428 -0.373 0.432 -0.4697
H 0.014160 0.620033 -1.470638 0.274 -0.092 0.122 -0.1099
H 0.335320 0.656876 1.607732 -0.027 -0.436 0.116 0.2359
H 1.559310 1.181511 0.477683 -0.077 0.090 -0.125 0.3328
H 0.114490 -2.497295 0.674552 -0.052 -0.279 -0.269 0.3239
H 0.633846 -2.113894 -1.032864 0.017 -0.530 0.218 0.1448
```
Forces are in eV/Å.

Summary:
DFT total energy (eV): -70790.725
HOMO-LUMO gap (eV): 9.3891
SMILES string: O=S1(=O)OCCO1.C1CCOC1.C1CCOC1.C1CCOC1.NC(N)=O.NC(N)=O.NC(N)=O.NC(N)=O.NC(N)=O
Lowest unoccupied orbital energy (eV): 0.37
Energy relative to the best compared isomer or geometry (same formula, charge and spin) (eV): 0.000

No. 2
This record from OMol25 describes 13 unconnected molecules or ions with the total composition C19H49Br6N9O19. The level of theory is the ωB97M-V functional and the def2-TZVPD basis.

```
102
Properties=species:S:1:pos:R:3:forces:R:3:mulliken_charge:R:1
C -7.398399 6.266369 -5.464996 0.022 -0.530 -0.013 -0.6357
N -6.681319 4.947339 -5.482946 0.352 -1.420 0.659 0.7988
O -5.764519 4.811409 -6.285366 -0.887 0.195 0.697 -0.4962
O -7.037799 4.073569 -4.673076 0.415 1.582 -1.281 -0.5023
H -7.015769 6.812839 -6.326996 -0.227 0.101 0.333 0.3034
H -7.199979 6.729619 -4.498496 0.193 0.033 -0.207 0.2644
H -8.465119 6.046579 -5.508716 0.141 0.042 -0.183 0.2675
C -5.988949 -2.335571 4.554684 0.095 0.037 -0.462 -0.6704
N -4.693139 -1.920451 5.136484 0.093 -2.181 0.656 0.8709
O -4.160729 -2.725641 5.897694 -0.072 0.990 -0.309 -0.5249
O -4.259059 -0.869021 4.765414 0.617 0.864 0.175 -0.5144
H -6.060599 -3.421741 4.498204 0.177 0.210 0.212 0.2810
H -5.907679 -1.893661 3.561594 -0.850 -0.013 0.118 0.2983
H -6.760189 -1.930821 5.210014 -0.060 0.098 -0.390 0.2594
C 11.462211 3.021929 -0.809856 0.145 -0.435 1.204 -0.6447
N 10.251431 3.857119 -0.581566 -2.388 -0.443 -0.602 0.8225
O 9.183811 3.292779 -0.274856 1.832 0.438 -0.398 -0.5165
O 10.347891 5.055799 -0.710996 0.390 -0.054 0.009 -0.5015
H 11.712171 2.693349 -1.818646 -0.594 0.811 -0.241 0.2723
H 11.254171 2.104219 -0.259746 0.334 0.186 0.207 0.2889
H 12.237601 3.649079 -0.369926 0.271 -0.505 -0.180 0.2789
C -2.953249 5.621489 1.452164 0.070 0.060 -0.873 -0.6401
N -2.872969 7.072269 1.103594 0.487 1.681 -0.315 0.8329
O -3.908309 7.679649 0.934084 -0.507 -0.502 0.136 -0.5137
O -1.781829 7.634599 1.002564 -0.493 -1.358 0.304 -0.5131
H -2.011769 5.204949 1.094104 -0.019 -0.149 0.778 0.2931
H -3.756089 5.176759 0.864154 -0.055 0.298 0.052 0.2818
H -3.222229 5.543109 2.505544 0.527 -0.048 -0.084 0.2591
C 0.789331 2.075039 -7.103036 -1.642 -0.742 -0.878 -0.5812
N 1.555961 0.763169 -7.154056 1.774 1.927 -1.177 0.7741
O 1.648851 0.142329 -8.198866 -1.265 0.108 0.189 -0.5069
O 2.322111 0.618269 -6.244686 0.280 -0.705 1.676 -0.4863
H 0.351351 2.273719 -6.124876 0.468 -0.337 0.017 0.2623
H -0.017529 1.925399 -7.820456 -0.024 0.239 0.034 0.2781
H 1.394731 2.914969 -7.443796 0.402 -0.496 0.140 0.2593
C -1.759559 -4.450751 -11.137926 -0.132 0.329 -0.052 -0.6740
N -2.877029 -4.290541 -10.116656 -1.150 -1.694 0.073 0.8147
O -4.003569 -4.663811 -10.456436 1.194 0.627 -0.184 -0.5024
O -2.622559 -3.928771 -8.986526 0.579 0.323 -0.669 -0.4968
H -1.522009 -3.440361 -11.470776 0.188 -0.113 0.139 0.2745
H -2.081249 -5.042751 -11.994746 -0.469 0.163 0.337 0.3016
H -0.898879 -4.952561 -10.695746 -0.208 0.367 0.364 0.2823
C 4.411661 -3.510851 8.460284 -0.410 -0.190 0.878 -0.6779
N 5.109471 -3.275261 9.769894 0.052 0.068 1.963 0.8004
O 5.986381 -4.095481 10.049074 -0.815 1.392 -0.200 -0.4876
O 4.688271 -2.380371 10.547384 1.076 -1.879 -2.116 -0.4962
H 4.478701 -4.586601 8.297934 0.176 0.247 -0.183 0.3016
H 4.888741 -2.939421 7.664064 -0.200 0.046 0.239 0.2629
H 3.377461 -3.256541 8.692394 0.116 0.317 -0.583 0.2968
C 4.837641 8.827549 2.246584 -0.623 0.686 -0.083 -0.6635
N 6.047791 9.422229 2.913414 0.389 0.882 -1.088 0.8311
O 6.569971 8.777109 3.782814 0.075 -0.395 0.381 -0.4992
O 6.420611 10.540659 2.554234 -0.636 -1.077 0.199 -0.5125
H 4.038561 9.066949 2.948204 -0.061 -0.382 0.031 0.2760
H 4.910231 7.757739 2.050794 0.380 0.214 0.442 0.2730
H 4.592631 9.360659 1.327954 0.477 0.071 0.119 0.2952
C -2.144529 -8.262561 2.151604 0.324 0.593 0.245 -0.6181
N -0.806049 -7.528701 2.002854 -0.621 0.134 0.750 0.8098
O -0.442619 -6.710991 2.833144 -0.482 -0.645 -0.225 -0.5127
O -0.225949 -7.779851 0.979164 0.419 -0.177 -0.422 -0.4929
H -1.972109 -9.333241 2.042054 0.092 0.283 -0.331 0.2647
H -2.718899 -7.813271 1.341454 -0.137 -0.465 0.036 0.2647
H -2.630599 -8.073241 3.108674 0.412 0.280 -0.056 0.2843
Br 0.849361 4.902669 9.003084 -1.052 -0.578 0.536 -0.1675
C -0.518959 3.911949 10.082444 0.048 -0.253 0.954 -0.5314
C 0.250551 3.029329 11.055224 0.553 -0.113 -0.443 -0.6905
Br -0.944359 1.905149 12.201514 0.682 0.785 -0.736 -0.1682
H -1.201999 3.308769 9.484334 0.384 0.279 -0.441 0.3915
H -1.113939 4.598909 10.684274 0.156 0.403 -0.472 0.3672
H 0.917231 3.635989 11.668064 -0.438 -0.106 0.390 0.4031
H 0.920881 2.384669 10.486734 -0.332 -0.420 0.211 0.3959
Br 6.145821 -5.540711 -4.934516 0.314 0.092 0.022 -0.1000
C 6.077401 -4.771361 -3.165446 -0.931 0.702 0.578 -0.6377
C 6.902651 -3.507521 -2.912686 0.034 -0.654 -0.481 -0.5271
Br 8.784961 -3.975771 -3.034076 0.133 0.228 0.183 -0.1390
H 6.249241 -5.553391 -2.425846 0.437 0.068 -0.236 0.3809
H 5.024731 -4.512931 -3.050636 -0.018 0.140 -0.011 0.3332
H 6.693011 -3.101171 -1.923226 0.140 -0.264 0.029 0.3423
H 6.741621 -2.706821 -3.634526 -0.112 -0.309 -0.086 0.3477
Br -10.847659 -6.484941 -6.819156 0.488 0.476 0.839 -0.1560
C -10.386659 -6.120481 -4.911146 -0.610 -1.184 0.443 -0.6418
C -8.898489 -6.124921 -4.598816 -0.031 0.555 0.312 -0.4980
Br -8.655869 -6.112631 -2.596796 -0.221 0.038 -1.009 -0.1663
H -10.883799 -6.946371 -4.402376 0.294 -0.205 -0.106 0.3509
H -10.949079 -5.269291 -4.527376 0.484 0.412 -0.571 0.3988
H -8.416779 -5.214531 -4.955516 0.015 -0.143 0.115 0.3452
H -8.331839 -6.992411 -4.937146 -0.416 0.052 -0.023 0.3672
C -1.619869 -0.604761 -0.880156 0.712 -0.114 0.643 -1.1663
C -0.219689 -0.879451 -0.266606 -0.427 0.365 -1.253 -0.2316
O 0.166761 0.207919 0.555664 0.116 -0.546 0.833 -0.2941
C 1.549031 0.208229 0.967824 -0.568 0.291 0.835 -0.2980
C 1.702791 0.982009 2.316164 0.066 -0.009 -1.416 -1.1255
H -1.561169 0.336689 -1.426356 -0.245 -0.061 -0.019 0.2843
H -1.936389 -1.412541 -1.540016 0.327 0.012 -0.200 0.3769
H -2.401739 -0.558691 -0.122096 0.150 0.277 0.185 0.2889
H -0.181889 -1.877971 0.168864 -0.038 0.095 0.820 0.3138
H 0.487551 -0.941361 -1.093686 0.187 0.025 -0.339 0.2907
H 1.949821 -0.792261 1.130574 -0.264 -0.330 -0.229 0.3145
H 2.107541 0.674309 0.156074 0.325 0.113 0.098 0.2986
H 2.749171 1.004879 2.620574 0.083 -0.183 -0.074 0.3812
H 1.120301 0.543199 3.126254 -0.137 0.066 -0.225 0.2931
H 1.432841 2.019869 2.121044 -0.293 0.008 0.339 0.2744
```
Forces are in eV/Å.

Summary:
DFT total energy (eV): -493037.794
HOMO-LUMO gap (eV): 9.7167
Lowest unoccupied orbital energy (eV): -0.06